(1)
Below is a single C5H8O molecule, with properties calculated with the ωB97M-V functional and the def2-TZVPD basis.

```
! wB97M-V def2-TZVPD RIJCOSX def2/J DEFGRID3
* xyz 0 1
C -1.961 0.508 0.193
C -0.648 -0.230 0.115
C -0.172 -0.863 1.327
C 1.930 -0.027 -0.179
C 0.518 0.269 -0.671
O -0.261 -0.788 -1.169
H -1.932 1.203 1.037
H -2.765 -0.212 0.378
H -2.180 1.045 -0.733
H 1.917 -0.385 0.855
H 0.302 -1.814 1.015
H 2.541 0.878 -0.175
H 2.403 -0.788 -0.806
H 0.387 1.206 -1.223
*
```

Its HOMO-LUMO gap is 8.475 eV. The energy relative to the best compared isomer or geometry (same formula, charge and spin) is 5.063 eV. For the molar mass, the calculation gives 84.12 g mol⁻¹. The value obtained for the LUMO energy is -0.0212 Ha.

(2)
Below is a single C3H6N2S molecule at a distorted geometry, with properties calculated with the ωB97M-V functional and the def2-TZVPD basis.

```
! wB97M-V def2-TZVPD RIJCOSX def2/J DEFGRID3
* xyz 0 1
C -0.477 -0.695 -0.975
C 0.287 1.283 0.293
C 0.781 -0.917 1.062
H -0.220 -1.739 -1.225
H -1.603 -0.539 -0.589
H -0.515 -0.208 -2.008
H 0.791 1.589 1.194
H -1.233 1.830 -0.936
H 0.575 -2.012 1.024
N 0.439 -0.073 -0.002
N -0.620 2.074 -0.193
S 1.795 -0.593 2.353
*
```

Its HOMO-LUMO gap is 8.593 eV. The energy relative to the best compared isomer or geometry (same formula, charge and spin) is 1.950 eV. For the molar mass, the calculation gives 102.16 g mol⁻¹. The SMILES is [H]/N=C\N(C)C=S. The value obtained for the LUMO energy is -0.0085 Ha.

(3)
Below is a 2-piece molecular cluster, C3H10OS2 overall at a distorted geometry, with properties calculated with the ωB97M-V functional and the def2-TZVPD basis.

```
! wB97M-V def2-TZVPD RIJCOSX def2/J DEFGRID3
* xyz 0 1
C -1.926 -2.007 -4.213
S -1.064 -3.403 -3.490
S -1.928 -4.306 -2.060
H -2.965 -2.136 -4.198
H -1.653 -1.759 -5.303
H -1.609 -1.068 -3.672
H -2.098 -3.577 -1.025
C 1.071 2.149 2.164
O 0.065 1.257 2.821
C 2.405 2.012 2.873
H 1.071 1.782 1.193
H 0.820 3.191 2.237
H -0.362 1.872 3.613
H 2.404 1.281 3.696
H 3.062 1.744 2.167
H 2.708 2.969 3.196
*
```

Its HOMO-LUMO gap is 9.252 eV. The energy relative to the best compared isomer or geometry (same formula, charge and spin) is 2.278 eV. For the molar mass, the calculation gives 126.25 g mol⁻¹. The SMILES is CCO.CSS. The value obtained for the LUMO energy is 0.0283 Ha.

Copy entry 2 word for word.
Below is a single C3H6N2S molecule at a distorted geometry, with properties calculated with the ωB97M-V functional and the def2-TZVPD basis.

```
! wB97M-V def2-TZVPD RIJCOSX def2/J DEFGRID3
* xyz 0 1
C -0.477 -0.695 -0.975
C 0.287 1.283 0.293
C 0.781 -0.917 1.062
H -0.220 -1.739 -1.225
H -1.603 -0.539 -0.589
H -0.515 -0.208 -2.008
H 0.791 1.589 1.194
H -1.233 1.830 -0.936
H 0.575 -2.012 1.024
N 0.439 -0.073 -0.002
N -0.620 2.074 -0.193
S 1.795 -0.593 2.353
*
```

Its HOMO-LUMO gap is 8.593 eV. The energy relative to the best compared isomer or geometry (same formula, charge and spin) is 1.950 eV. For the molar mass, the calculation gives 102.16 g mol⁻¹. The SMILES is [H]/N=C\N(C)C=S. The value obtained for the LUMO energy is -0.0085 Ha.

Which of these has the highest molar mass?
C3H10OS2

Among the records above, which one has the highest HOMO-LUMO gap?
C3H10OS2

What did the second record say?
Below is a single C3H6N2S molecule at a distorted geometry, with properties calculated with the ωB97M-V functional and the def2-TZVPD basis.

```
! wB97M-V def2-TZVPD RIJCOSX def2/J DEFGRID3
* xyz 0 1
C -0.477 -0.695 -0.975
C 0.287 1.283 0.293
C 0.781 -0.917 1.062
H -0.220 -1.739 -1.225
H -1.603 -0.539 -0.589
H -0.515 -0.208 -2.008
H 0.791 1.589 1.194
H -1.233 1.830 -0.936
H 0.575 -2.012 1.024
N 0.439 -0.073 -0.002
N -0.620 2.074 -0.193
S 1.795 -0.593 2.353
*
```

Its HOMO-LUMO gap is 8.593 eV. The energy relative to the best compared isomer or geometry (same formula, charge and spin) is 1.950 eV. For the molar mass, the calculation gives 102.16 g mol⁻¹. The SMILES is [H]/N=C\N(C)C=S. The value obtained for the LUMO energy is -0.0085 Ha.